{
  "formula": "C5H14NO",
  "method": "ωB97M-V with the def2-TZVPD basis set",
  "species": ["C", "C", "C", "C", "C", "N", "H", "H", "H", "H", "H", "H", "H", "H", "H", "H", "H", "H", "H", "H", "O"],
  "positions_angstrom": [[-0.685212, 1.847976, -0.642308], [-0.108819, 0.422810, -0.486582], [0.470571, 0.026834, 0.893142], [1.728511, 0.715540, 1.301549], [2.273284, 1.927966, 1.239042], [-1.271261, -0.564045, -0.665903], [-1.112720, 1.923974, -1.640875], [0.197960, 2.482156, -0.709839], [-1.348539, 1.979753, 0.207356], [0.658682, 0.072570, -1.178895], [-0.274366, 0.333199, 1.662112], [0.528153, -1.056443, 0.977905], [2.132565, 0.130774, 2.145298], [3.254810, 2.100932, 1.646846], [1.873445, 2.625152, 0.502313], [-0.960711, -1.549494, -0.763759], [-1.817173, -0.478187, 0.188448], [-1.845177, -0.335500, -1.478781], [-2.057309, -3.316321, -1.718348], [-1.289952, -4.234093, -0.728545], [-1.400378, -3.332745, -1.002187]],
  "atomic_forces_ev_per_a": [[1.71, -1.78, -0.59], [0.08, -1.10, 0.54], [-1.45, 1.85, -0.30], [0.82, -0.77, 2.75], [-0.77, -0.54, -2.24], [0.51, 0.26, -0.16], [-0.62, 0.13, 0.21], [-0.39, 0.46, 0.62], [-0.10, 0.77, -0.19], [-0.24, 0.66, -0.57], [0.14, -0.23, -0.22], [0.44, -0.05, -0.15], [0.38, -0.10, -0.65], [-0.16, 0.26, 0.47], [0.35, 0.30, 0.35], [-0.19, 0.06, 0.19], [-0.45, -0.25, -0.09], [-0.05, 0.07, 0.15], [0.30, -0.43, 0.34], [0.06, -0.76, 0.15], [-0.39, 1.19, -0.59]],
  "total_energy_ha": -328.625173,
  "de_lowest_kcal_mol": 38.3,
  "homo_energy_ev": -13.18,
  "orbital_gap_ev": 9.9,
  "e_lumo_ev": -3.27,
  "total_charge": 1,
  "max_force_ev_per_a": 3.0
}